# 1
71
Properties=species:S:1:pos:R:3:lowdin_charge:R:1 method="wB97M-V/def2-TZVPD" multiplicity=4 charge=+1 homo_energy_ev="-10.494 / -10.635" e_tot_ha=-3693.26977 de_lowest_kj_mol=107.7
H 2.8017 1.4257 2.3062 0.10
H 4.7330 1.6260 0.6916 0.09
B -0.2313 1.6705 -1.1566 -0.55
O -1.1751 2.5254 -1.6946 0.18
H 0.3598 -4.0503 -5.5577 0.08
H 3.2410 1.2356 -0.1714 0.06
C -1.0425 4.9665 -2.1582 0.02
N -2.0194 0.8625 1.0993 0.09
C -2.3557 0.0611 2.1630 -0.14
H -2.0171 -3.1658 3.1578 0.11
H -3.9873 2.3239 4.1010 0.13
H -2.0413 -4.0521 -1.5207 0.13
H 1.7831 -1.8029 5.1632 0.09
C -1.9746 -1.3069 2.1075 -0.26
C -2.4080 2.1203 1.1218 -0.07
Mn -0.6300 -0.2688 -0.1908 0.80
O -1.4279 -0.5912 -2.0565 0.09
H 1.3015 0.2238 3.7015 0.11
N -1.3223 -1.6905 0.9289 -0.19
C -2.2800 -2.1194 3.1781 -0.01
H -2.1585 2.7253 0.2641 0.11
H -3.1935 -2.2806 5.1139 0.12
C -0.1764 6.0528 -2.0662 -0.06
H -3.8969 0.0808 5.2133 0.12
C -0.5419 3.7593 -1.7300 -0.18
H 2.2986 -2.7047 3.7396 0.08
C 1.1156 5.9147 -1.5665 -0.06
O 0.9572 2.2974 -0.8818 0.20
C 1.1029 -2.8185 -1.2189 -0.06
C -2.9669 -1.6088 4.2968 -0.05
C 1.6054 4.6854 -1.1329 0.02
H 0.4837 0.1602 -5.1745 0.11
O 0.2744 0.4017 -3.1682 0.03
C -3.4422 1.9151 3.2593 0.02
H -0.4549 -1.1434 -4.3705 0.08
O -1.6892 -4.1877 1.0254 -0.26
H 3.2523 -1.3246 4.3243 0.07
H 2.5117 -2.6209 -2.8163 0.13
H -3.4156 3.7313 2.1292 0.11
O 0.5158 -3.2604 1.6313 -0.31
H -2.0478 5.0600 -2.5441 0.13
C 3.2996 0.5535 1.8797 -0.37
C -1.0557 -3.7220 -1.8199 -0.03
H -0.5160 7.0262 -2.3916 0.11
S -0.6814 -3.1900 0.8219 0.63
C 1.5044 -2.9117 -2.5424 -0.02
C -0.4303 0.1290 -2.1111 -0.45
C -3.0599 0.5570 3.2787 -0.14
H -1.3030 -4.2389 -3.8785 0.12
H 2.0132 -4.2213 -4.9682 0.09
C -0.6336 -3.8238 -3.1354 -0.02
H 1.7572 6.7833 -1.5139 0.11
C 3.9698 0.8623 0.5478 -0.11
C 0.6494 -3.4312 -3.5142 -0.27
H 4.0087 0.1516 2.6054 0.10
C 1.3862 -0.7946 3.3178 -0.37
C -3.1280 2.6915 2.1824 -0.02
S 2.0448 -0.7042 1.6556 1.04
O 0.9854 0.0774 0.8568 -0.55
H 0.3911 -1.2173 3.1852 0.06
C 1.1238 -3.5914 -4.9327 -0.04
H -1.1982 0.4575 -4.6342 0.12
H 4.4561 -0.0241 0.1401 0.08
C 0.7407 3.6210 -1.2334 -0.16
H 2.6075 4.5718 -0.7446 0.13
C 2.2432 -1.7101 4.1812 -0.11
H 1.3956 -2.6310 -5.3740 0.08
C -3.3585 -0.3044 4.3578 -0.03
H 1.7985 -2.4968 -0.4551 0.09
C -0.1803 -3.2212 -0.8675 -0.30
C -0.2717 -0.0759 -4.4342 0.05

# 2
72
Properties=species:S:1:pos:R:3:lowdin_charge:R:1 method="wB97M-V/def2-TZVPD" multiplicity=2 homo_energy_ev="-6.683 / -7.658" e_tot_ha=-2484.68016 de_lowest_kj_mol=0.0
S 2.0954 1.9830 1.2421 0.58
H 1.2868 -2.9565 0.0772 0.10
N -2.8856 1.3681 1.1836 0.01
C -6.8844 -0.2425 1.5854 -0.16
H 4.1647 -2.2756 -2.3337 0.11
C 4.3780 -2.0466 -1.2955 -0.03
C -3.6055 2.4957 1.3596 -0.06
N -2.4063 -0.7742 2.3478 -0.02
H 1.7783 -3.3641 -1.5762 0.10
H 5.8853 3.5295 -1.3405 0.10
C 4.9498 -1.4868 1.3430 -0.11
C 2.3317 1.9927 -1.5245 -0.29
H 6.9358 -2.1556 0.9120 0.10
H 0.0884 3.2142 -1.2002 0.09
C 4.2098 2.7892 -0.2370 -0.11
C -2.1470 -1.5495 -1.8969 -0.17
B -3.2982 -0.1247 1.2631 -0.65
C -2.7336 3.5650 1.3775 -0.05
H -3.9681 -2.5027 -2.7592 0.10
H -0.5044 3.4675 1.1852 0.08
H 4.6571 2.9617 0.7327 0.10
N -1.5666 1.6703 1.0899 -0.09
C 0.0088 2.4007 -1.9185 -0.06
H -7.2763 -2.2296 2.5385 0.09
H 1.0586 0.6599 -3.6098 0.12
H -2.9780 4.6053 1.5038 0.09
H -1.3686 -1.7377 -2.6193 0.09
H -4.6742 2.4496 1.4464 0.10
C -3.4828 -1.9472 -1.9761 -0.05
N -1.1651 -1.2463 2.1132 -0.08
C 4.8890 3.1097 -1.3955 -0.08
C 1.3054 -2.5949 -0.9526 -0.06
H 2.5555 2.1856 -3.6491 0.11
C -5.2183 -1.5278 2.1951 -0.11
S 2.4598 -0.6709 1.9883 0.58
H -0.9926 1.9683 -1.8534 0.09
C 3.0158 2.3505 -2.6811 -0.04
N -4.7538 -0.3685 1.6576 -0.03
H -7.8491 0.1951 1.3834 0.10
N -5.7828 0.4120 1.2673 0.07
H -1.4467 -1.4473 5.3813 0.10
H 4.8009 3.1584 -3.5446 0.10
C 0.9609 0.2883 -2.5806 -0.19
H 0.2764 -2.4554 -1.2866 0.06
H 3.0168 -0.2465 -2.4926 0.11
C 5.9406 -1.9869 0.5210 -0.09
H 0.3358 -1.9919 3.3694 0.07
H -4.5470 -2.2966 2.5411 0.13
C -2.6654 -0.7827 3.6718 -0.07
H -3.6005 -0.4247 4.0685 0.13
N 2.0406 -1.3240 -1.0047 -0.22
H -5.0645 -1.5275 -0.4773 0.12
C 2.0597 -0.7444 -2.3544 -0.17
H -0.0282 -0.1667 -2.4939 0.08
Sr 0.1360 0.0501 0.4714 1.15
C -4.0452 -1.4603 -0.8174 -0.05
C -0.6547 -1.5730 3.2975 -0.17
C -1.4720 2.9909 1.2106 -0.17
N -1.9128 -0.8682 -0.7770 -0.04
N 1.0192 1.3818 -1.6011 -0.27
C 4.2851 2.9006 -2.6289 -0.08
C 3.3731 -1.5336 -0.4820 -0.28
H 6.4227 -2.6579 -1.4641 0.10
H 5.1514 -1.2604 2.3813 0.10
C 3.6504 -1.2606 0.8658 -0.60
C 5.6548 -2.2690 -0.8081 -0.08
H 0.1529 2.8157 -2.9245 0.10
C -1.5678 -1.3015 4.3222 -0.04
H 1.9739 -1.5171 -3.1300 0.13
C -6.5884 -1.4837 2.1791 -0.06
C 2.9167 2.2444 -0.2720 -0.59
N -3.0879 -0.8221 -0.1149 0.02